Record 1
66
Properties=species:S:1:pos:R:3:forces:R:3 method="wB97M-V/def2-TZVPD" homo_energy_ev="-8.8 / -8.8" s_squared=0.754 lumo_energy_ev="0.0 / -0.3" gap_ha="0.322 / 0.312" multiplicity=2
C -6.475 -2.659 -1.310 0.7 -1.3 -0.2
C -4.923 -3.124 -1.119 -1.8 -0.3 -2.1
Cl -4.642 -3.551 0.619 0.1 0.4 -0.6
C -3.987 -2.045 -1.823 -2.1 0.0 -0.3
Cl -3.672 -2.685 -3.555 -0.2 0.5 1.0
P -2.449 -1.412 -0.925 2.0 1.3 -1.0
C -1.311 -2.824 -1.431 1.2 -1.9 -0.2
C -1.795 -4.317 -1.110 0.9 -0.9 -0.8
C -0.527 -5.305 -1.441 -1.5 -0.1 0.2
S -0.082 -6.228 0.146 -0.1 0.2 0.0
C -2.358 0.141 -2.068 1.6 0.5 -0.2
B -3.199 1.408 -1.509 -1.4 0.9 -0.1
O -2.813 2.265 -0.414 0.0 -1.0 -2.0
O -4.473 1.700 -2.172 2.9 -0.1 0.1
C -0.951 -0.665 0.077 1.5 0.5 1.9
C -0.728 -1.440 1.483 -0.8 2.5 3.1
O -1.127 -0.925 2.552 1.5 -2.5 -4.3
F -0.049 -2.689 1.591 -1.2 2.2 -0.9
H -6.587 -2.413 -2.432 0.0 -0.2 1.9
H -6.767 -1.797 -0.625 0.5 -1.1 -1.0
H -7.104 -3.603 -1.086 0.8 1.7 -0.3
H -4.847 -4.100 -1.735 0.1 1.5 1.3
H -4.666 -1.124 -2.019 1.2 -1.4 0.4
H -3.196 -1.222 0.279 -0.3 -0.3 -0.4
H -1.035 -2.811 -2.557 -0.9 0.3 1.7
H -0.279 -2.733 -0.913 -1.9 0.1 -0.6
H -2.637 -4.686 -1.812 1.1 0.9 1.4
H -2.040 -4.507 -0.005 0.1 0.7 -1.9
H -0.822 -6.105 -2.197 0.4 1.2 0.9
H 0.363 -4.717 -1.847 -1.0 -1.0 0.9
H -1.268 -6.336 0.895 0.9 0.4 -1.3
H -1.240 0.446 -2.031 -1.7 -0.6 -0.1
H -2.574 -0.108 -3.160 -0.1 0.1 1.6
H -2.124 2.902 -0.704 -0.5 -0.6 0.4
H -4.226 1.664 -3.130 -0.8 -0.3 1.0
H -1.164 0.423 0.415 0.1 -1.9 -0.3
H 0.007 -0.598 -0.545 -1.2 -0.5 1.0
C 5.481 2.416 1.049 0.2 0.2 0.3
C 4.130 2.111 0.348 2.0 0.2 -0.6
C 3.581 3.395 -0.317 -0.4 0.0 0.1
C 3.007 4.399 0.679 0.1 0.0 0.0
C 1.988 3.737 1.598 0.1 0.0 -0.4
C 2.532 2.471 2.294 -0.1 0.7 2.1
N 3.175 1.522 1.335 -3.3 -0.1 -2.7
O 2.185 0.907 0.638 1.9 0.5 1.4
C 3.537 2.883 3.395 0.4 0.2 -0.1
C 1.377 1.810 3.091 0.0 -0.4 -0.6
C 4.512 1.113 -0.780 -0.7 -0.2 0.2
H 5.561 3.450 1.389 -0.1 -0.1 0.1
H 5.647 1.756 1.906 -0.1 0.1 -0.1
H 6.333 2.259 0.382 -0.3 0.0 -0.1
H 2.792 3.129 -1.032 0.1 -0.2 0.1
H 4.370 3.879 -0.903 0.1 -0.3 0.1
H 3.810 4.856 1.266 0.0 -0.1 0.0
H 2.530 5.219 0.133 0.1 -0.1 0.0
H 1.657 4.465 2.347 0.1 -0.3 0.1
H 1.098 3.487 1.007 0.1 -0.2 0.1
H 4.001 2.004 3.852 -0.1 0.1 -0.1
H 3.035 3.436 4.194 -0.2 -0.1 -0.2
H 4.330 3.542 3.044 0.0 -0.1 0.0
H 0.518 1.560 2.463 0.2 -0.1 0.0
H 1.004 2.485 3.867 0.3 0.1 -0.2
H 1.716 0.895 3.586 0.0 0.1 -0.1
H 4.911 0.186 -0.360 -0.1 0.0 0.0
H 5.279 1.543 -1.429 0.0 0.2 0.3
H 3.668 0.866 -1.426 -0.1 0.0 0.2

Record 2
66
Properties=species:S:1:pos:R:3:forces:R:3 method="wB97M-V/def2-TZVPD" homo_energy_ev=-12.0 charge=+1 lumo_energy_ev=-4.3 gap_ha=0.285
C -1.113 0.205 -3.070 0.2 0.1 -0.2
C 0.112 0.021 -3.560 -0.6 -0.1 -0.2
C 1.170 -0.715 -2.866 0.4 -0.3 0.0
O 2.281 -0.862 -3.301 0.0 0.1 -0.1
O 0.837 -1.099 -1.600 -0.1 0.1 0.1
C 1.770 -0.653 -0.606 0.1 -0.1 -0.1
C 1.602 -1.535 0.615 0.0 -0.1 -0.2
C 2.294 -1.051 1.897 -0.2 -0.1 0.0
C 2.403 0.461 2.086 0.1 0.1 0.3
C 3.314 0.816 3.284 -0.3 -0.1 -0.2
C 4.706 1.330 2.856 0.0 -0.2 0.4
P 4.912 3.100 3.109 0.2 -0.1 -0.3
B 6.781 3.680 2.747 0.5 0.2 -0.3
C 7.517 4.725 3.604 0.0 -0.1 0.1
O 7.299 3.090 1.638 -0.2 -0.2 0.6
H -1.535 -0.421 -2.296 0.2 0.3 0.4
H -1.714 1.010 -3.472 -0.4 -0.4 -0.3
H 0.392 0.441 -4.517 0.2 0.4 0.2
H 2.776 -0.697 -1.028 0.0 -0.1 0.1
H 1.530 0.398 -0.415 0.0 0.0 0.1
H 0.532 -1.681 0.778 0.0 0.1 0.1
H 1.999 -2.517 0.349 -0.1 0.0 0.1
H 1.710 -1.428 2.741 0.2 -0.1 0.0
H 3.282 -1.510 1.990 0.1 0.1 -0.1
H 2.792 0.948 1.189 -0.1 0.0 0.0
H 1.412 0.874 2.281 -0.1 0.0 -0.2
H 3.450 -0.072 3.902 0.0 0.1 0.0
H 2.807 1.549 3.916 0.1 0.0 0.1
H 5.502 0.858 3.440 0.0 0.0 0.0
H 4.915 1.132 1.803 0.0 0.0 0.0
H 4.087 3.761 2.197 -0.2 0.1 0.1
H 4.454 3.433 4.382 -0.1 0.1 0.0
H 7.197 4.790 4.644 -0.1 0.1 0.0
H 8.587 4.507 3.567 0.0 0.1 0.0
H 7.394 5.715 3.149 0.0 0.0 0.0
H 7.673 2.206 1.747 0.0 0.0 -0.4
C -6.635 -2.077 -5.594 0.1 0.0 -0.1
C -6.183 -3.177 -4.660 -0.2 0.1 0.1
O -5.128 -3.968 -5.234 0.0 0.0 0.0
C -3.916 -3.425 -5.196 0.0 -0.1 0.0
O -3.624 -2.366 -4.700 0.0 0.1 0.1
O -3.067 -4.259 -5.793 0.0 0.0 0.0
C -1.720 -3.787 -5.867 0.1 0.0 0.0
H -6.922 -2.493 -6.560 -0.1 0.0 0.0
H -7.495 -1.559 -5.169 0.0 0.0 0.0
H -5.841 -1.350 -5.755 0.0 0.0 0.0
H -6.987 -3.887 -4.480 0.0 -0.1 0.0
H -5.855 -2.780 -3.700 0.1 0.0 0.0
H -1.354 -3.502 -4.883 0.0 0.0 0.0
H -1.653 -2.937 -6.544 0.0 0.0 0.0
H -1.138 -4.616 -6.256 0.0 0.0 0.0
C -5.158 0.800 4.159 0.0 0.0 -0.2
C -3.771 0.354 4.562 -0.1 0.0 0.2
O -3.032 -0.179 3.445 0.0 0.0 0.0
C -2.516 0.720 2.619 0.0 0.0 0.0
O -2.563 1.917 2.736 0.0 0.1 0.0
O -1.913 0.068 1.619 0.1 -0.1 0.0
C -1.381 0.914 0.601 0.1 0.1 -0.2
H -5.693 -0.017 3.674 0.0 0.0 0.1
H -5.719 1.107 5.041 0.0 0.0 0.0
H -5.114 1.640 3.469 0.0 0.0 0.0
H -3.819 -0.469 5.272 0.0 -0.1 -0.1
H -3.203 1.166 5.015 0.0 0.0 -0.1
H -0.739 1.683 1.029 -0.1 0.0 0.0
H -2.184 1.390 0.041 0.0 0.1 0.1
H -0.803 0.283 -0.068 -0.1 -0.1 0.1

Record 3
78
Properties=species:S:1:pos:R:3:forces:R:3 method="wB97M-V/def2-TZVPD" homo_energy_ev=-1.9 charge=-1 e_above_lowest_ev=0.000 lumo_energy_ev=1.6 gap_ha=0.131
C 1.125 3.938 -0.594 -0.2 -0.7 -0.5
C 0.100 2.755 -0.676 -0.1 0.3 1.5
C -0.823 2.799 0.623 0.2 -0.3 -1.9
N -1.851 3.837 0.338 0.3 -0.5 1.0
C -3.226 3.407 0.755 -1.5 1.0 -0.2
C -3.936 4.733 1.272 0.7 0.3 -1.2
C -3.914 5.843 0.159 -1.0 -0.1 0.4
N -4.803 5.959 -0.774 0.8 -0.4 0.8
C -4.076 2.924 -0.477 0.1 0.0 1.1
C -4.010 1.374 -0.746 -0.9 0.9 -0.8
O -3.616 1.156 -2.139 0.2 -0.6 0.7
H 0.648 4.916 -0.372 0.1 -0.7 -0.2
H 1.835 3.700 0.235 -0.2 0.3 -0.7
H 1.653 4.031 -1.573 0.0 0.1 0.8
H 0.633 1.766 -0.702 -0.3 0.9 -0.3
H -0.618 2.854 -1.523 0.7 -0.1 0.5
H -0.231 3.007 1.547 -0.3 -0.2 -0.5
H -1.292 1.791 0.701 0.1 0.8 0.3
H -1.620 4.603 0.971 -0.1 -0.1 -0.3
H -5.004 4.495 1.477 0.7 0.3 0.1
H -3.401 5.145 2.161 -0.5 -0.4 -0.3
H -3.106 6.615 0.136 -0.3 -0.7 0.0
H -5.485 5.205 -0.629 0.0 0.3 -0.1
H -5.148 3.160 -0.235 0.8 -0.3 -0.1
H -3.855 3.527 -1.410 0.0 -0.8 0.3
H -3.357 0.817 -0.046 -0.1 0.5 -0.6
H -5.043 0.940 -0.669 0.8 0.2 0.3
H -4.260 1.678 -2.623 0.2 0.1 -0.2
C -1.850 -1.648 -2.133 -0.3 0.3 0.0
Cl -1.719 -2.195 -0.456 -0.2 0.0 0.0
Cl -0.315 -1.845 -2.995 0.1 0.0 0.0
H -2.613 -2.234 -2.635 0.1 -0.1 0.1
H -2.128 -0.596 -2.140 0.1 0.0 0.0
C 0.559 -1.645 -6.584 0.0 0.1 0.2
Cl 0.475 -3.018 -7.697 -0.3 0.0 0.0
Cl 2.029 -0.698 -6.846 0.0 0.0 0.0
H -0.304 -1.007 -6.746 0.1 0.0 -0.1
H 0.557 -2.018 -5.565 0.1 0.0 -0.2
C 0.677 -4.967 0.118 0.0 0.2 -0.1
Cl 0.175 -6.471 -0.665 0.0 0.0 -0.1
Cl 1.151 -5.243 1.799 0.0 0.0 0.1
H 1.524 -4.555 -0.423 0.0 -0.1 0.1
H -0.151 -4.266 0.096 0.0 -0.1 0.0
C 2.282 0.377 1.482 0.1 0.0 -0.2
Cl 0.825 -0.405 0.865 0.1 -0.2 0.0
Cl 2.128 0.767 3.199 -0.2 0.1 0.1
H 3.125 -0.295 1.349 -0.1 0.0 0.1
H 2.448 1.296 0.927 -0.1 0.0 0.1
C 5.401 0.999 4.796 -0.2 -0.1 0.1
Cl 6.470 2.313 5.304 0.0 0.0 0.1
Cl 5.409 0.801 3.043 0.3 -0.1 0.0
H 5.738 0.075 5.255 0.1 0.1 -0.1
H 4.388 1.225 5.117 0.1 0.1 -0.1
C 3.027 -7.834 3.934 -0.1 -0.2 -0.1
Cl 4.556 -7.119 3.409 0.1 -0.1 0.0
Cl 2.174 -6.774 5.061 0.0 -0.1 0.0
H 2.399 -7.999 3.063 0.0 0.2 0.0
H 3.232 -8.779 4.428 0.1 0.1 0.0
C -4.488 -0.112 3.274 0.2 0.2 0.3
Cl -4.916 -1.034 1.828 -0.1 -0.2 0.0
Cl -3.004 0.811 3.030 -0.1 -0.2 0.2
H -5.300 0.575 3.498 0.1 0.0 -0.2
H -4.344 -0.798 4.104 0.0 -0.1 -0.1
C 6.068 -6.955 7.167 -0.1 0.1 -0.1
Cl 5.392 -6.647 8.771 0.0 0.1 0.0
Cl 7.103 -8.389 7.171 0.0 0.0 -0.1
H 5.253 -7.109 6.465 0.0 -0.1 0.1
H 6.659 -6.096 6.863 0.0 -0.1 0.1
C 3.882 -3.989 -7.885 -0.1 0.1 0.1
Cl 4.321 -5.615 -7.344 0.0 0.0 0.1
Cl 4.615 -3.611 -9.450 0.0 0.1 0.0
H 2.802 -3.929 -7.979 0.2 -0.1 -0.1
H 4.230 -3.268 -7.151 0.1 -0.1 -0.1
C -2.723 6.650 -3.065 0.0 -0.1 0.2
Cl -1.370 5.521 -2.924 0.0 0.1 0.0
Cl -3.133 6.961 -4.761 -0.1 0.1 -0.2
H -3.591 6.227 -2.563 0.1 0.0 0.0
H -2.446 7.589 -2.595 0.1 0.0 -0.1